[1]
Molecular formula: C35H52OP4Pt
Method: DFT, ωB97M-V with the def2-TZVPD basis set

## Properties
Spin multiplicity = 5
HOMO energy (spin up / spin down) = -17.531 / -17.917 eV
ΔE to the lowest compared entry with this formula, charge and spin = 0.00 kcal per mole
Charge = +4

```
93
Properties=species:S:1:pos:R:3:forces:R:3:lowdin_charge:R:1
Pt 0.13772 0.20171 -0.31262 0.2 -0.1 -0.2 0.69
P 1.81821 1.07158 1.08702 0.6 0.1 -0.2 0.71
P -0.94035 1.94091 -1.33235 -0.1 1.3 -0.3 0.62
P 1.52905 -0.44586 -2.12949 0.8 0.0 -0.3 0.72
H -1.77797 -1.85119 0.05017 0.3 0.4 -0.3 0.05
C -0.74383 -1.83623 -0.31353 0.9 -1.1 1.8 -0.18
C 0.31655 -1.74070 0.65336 -1.1 -1.0 -0.6 -0.29
H 0.07216 -1.64748 1.71454 0.1 0.0 -0.4 0.02
C 1.37754 1.45486 2.80715 -0.3 0.1 0.1 -0.21
C 2.50378 2.60382 0.38062 -0.1 0.1 0.1 -0.22
C 3.21063 -0.09787 1.20950 -0.1 0.0 0.0 -0.21
C -2.27853 1.13414 -2.26931 -0.1 -0.1 -0.1 -0.23
C -1.77372 3.13492 -0.25086 -0.1 0.0 0.0 -0.23
C -0.01569 3.00128 -2.49433 -0.2 0.0 0.0 -0.22
C 2.30318 -2.07333 -1.85241 0.0 0.2 -0.1 -0.21
C 2.91125 0.63590 -2.63211 -0.1 -0.1 -0.1 -0.21
C 0.55529 -0.68007 -3.64523 0.0 -0.1 -0.1 -0.26
H -0.57045 -2.38169 -1.24478 0.0 0.4 0.1 0.06
H 1.25902 -2.24500 0.45093 -0.2 0.2 0.0 0.04
H 1.36536 0.55440 3.43644 0.0 0.1 -0.3 0.06
H 0.38249 1.91856 2.85492 0.3 0.0 0.0 0.01
H 2.11674 2.15651 3.22632 -0.2 -0.2 -0.2 0.09
H 1.69308 3.32572 0.21280 0.2 -0.1 0.1 0.04
H 3.01392 2.41553 -0.57243 -0.2 0.0 0.3 0.04
H 3.22377 3.03466 1.09051 -0.1 -0.1 -0.2 0.08
H 2.83112 -1.06539 1.55667 0.2 0.2 0.0 0.05
H 3.93812 0.28145 1.93924 -0.1 0.0 -0.2 0.09
H 3.71393 -0.23234 0.24425 -0.1 0.1 0.3 0.04
H -2.95772 1.88835 -2.69143 0.1 -0.1 0.1 0.08
H -2.83902 0.48449 -1.58195 0.1 0.2 -0.3 0.02
H -1.87506 0.52388 -3.08797 -0.1 0.2 0.3 0.01
H -2.36338 3.84618 -0.85002 0.2 -0.2 0.2 0.08
H -1.02091 3.69296 0.32089 -0.2 -0.1 -0.1 0.06
H -2.43962 2.61616 0.44948 0.2 0.2 -0.1 0.02
H -0.64111 3.86101 -2.77977 0.2 -0.3 0.0 0.08
H 0.25795 2.44201 -3.39763 0.0 0.2 0.2 0.04
H 0.89466 3.38053 -2.00991 -0.3 -0.1 -0.2 0.04
H 2.83453 -2.37731 -2.76364 -0.1 0.0 0.2 0.08
H 1.53660 -2.81746 -1.61704 0.2 0.0 -0.1 0.05
H 3.01680 -2.01037 -1.02449 -0.1 -0.1 -0.2 0.05
H 3.39437 0.19292 -3.51618 -0.1 0.1 0.2 0.08
H 3.64869 0.70417 -1.82263 -0.1 0.0 -0.3 0.04
H 2.54944 1.63864 -2.89379 0.1 -0.3 0.1 0.05
H 1.15385 -1.28496 -4.34110 -0.1 0.2 0.1 0.07
H 0.31033 0.27608 -4.12546 0.1 -0.2 0.2 0.05
H -0.37234 -1.21753 -3.41063 0.2 0.1 0.0 0.04
C -2.34409 -0.97276 -6.33054 -0.2 2.0 1.4 -0.20
C -3.43534 -1.16790 -7.20374 -0.9 -1.0 -0.7 0.07
C -3.74740 -2.47829 -7.57526 -0.3 1.8 -0.2 0.03
C -2.95766 -3.55296 -7.12715 -0.2 -0.5 0.0 0.06
C -1.78032 -3.30833 -6.40384 1.3 1.4 0.7 0.02
C -1.42819 -1.99735 -6.07556 0.4 -2.1 0.1 0.05
O -2.18370 0.16140 -5.56424 -0.3 -1.8 -1.7 0.12
H -2.89264 0.79673 -5.75990 0.0 0.1 -0.1 0.15
H -4.01902 -0.30956 -7.54805 0.0 -0.4 0.1 0.15
H -4.60762 -2.66262 -8.21937 0.2 0.0 0.2 0.15
H -3.24645 -4.57943 -7.35765 0.1 0.3 0.0 0.15
H -1.12369 -4.11908 -6.08476 -0.3 0.1 -0.3 0.14
H -0.50535 -1.75603 -5.55651 -0.3 -0.2 -0.1 0.09
C -4.19154 3.60379 4.52632 0.2 0.0 -0.2 -0.02
C -3.01465 3.86177 3.81000 0.1 0.0 0.1 -0.04
C -2.34397 2.81878 3.17239 -0.3 -0.3 0.1 -0.12
C -2.88424 1.51347 3.19258 0.7 1.1 -0.3 -0.38
C -4.09059 1.27122 3.87255 -0.1 0.0 -0.2 -0.06
C -4.72506 2.31128 4.55208 0.1 -0.1 0.0 -0.02
P -1.94596 0.13934 2.40537 -2.7 -0.8 2.9 1.18
C -1.37316 -0.78142 3.91399 0.6 0.0 -0.9 -0.33
C -1.06615 -2.15745 3.83848 0.4 -0.4 0.2 -0.12
C -0.52994 -2.83446 4.93826 -0.4 0.0 -0.6 -0.02
C -0.22800 -2.13825 6.11080 -0.1 0.1 0.1 0.00
C -0.47320 -0.76109 6.18472 -0.3 0.3 -0.5 -0.02
C -1.03724 -0.08616 5.09510 0.3 0.1 0.5 -0.06
C -3.38866 -0.78838 1.75260 0.5 0.3 -0.1 -0.38
C -3.78521 -2.05883 2.19435 0.1 -0.5 -0.3 -0.06
C -4.74895 -2.77386 1.48587 0.0 0.0 0.3 -0.02
C -5.42562 -2.18099 0.41765 0.2 0.2 -0.2 -0.01
C -5.11991 -0.86567 0.03881 0.2 0.2 0.3 -0.04
C -4.10532 -0.17482 0.69938 -0.1 -0.2 -0.3 -0.11
H -4.68915 4.41142 5.06844 0.1 -0.3 -0.2 0.13
H -2.60150 4.87255 3.75286 -0.2 -0.3 0.2 0.13
H -1.39429 3.00874 2.66092 -0.4 0.0 0.2 0.07
H -4.51901 0.26776 3.87426 0.1 0.3 0.1 0.12
H -5.64274 2.10443 5.11010 0.3 0.1 -0.2 0.13
H -1.25352 -2.71058 2.91426 0.1 0.1 0.4 0.10
H -0.35919 -3.91085 4.86750 0.0 0.4 0.1 0.13
H 0.19968 -2.66483 6.96638 -0.1 0.2 -0.3 0.14
H -0.22897 -0.20597 7.09056 -0.1 -0.2 -0.2 0.13
H -1.22030 0.98750 5.17053 0.0 -0.3 0.0 0.12
H -3.34983 -2.48262 3.09702 -0.1 0.0 -0.3 0.11
H -4.97819 -3.80079 1.77880 -0.1 0.4 0.0 0.13
H -6.19666 -2.73203 -0.11768 0.2 0.1 0.1 0.13
H -5.66526 -0.37938 -0.77025 0.1 -0.1 0.3 0.12
H -3.87643 0.85334 0.41065 0.0 -0.3 0.1 0.09
```
Positions in Å, forces in eV/Å.

[2]
Molecular formula: C15H40BaNO11P
Method: DFT, ωB97M-V with the def2-TZVPD basis set

## Properties
HOMO energy = 0.833 eV
Charge = -2

```
69
Properties=species:S:1:pos:R:3:forces:R:3:lowdin_charge:R:1
Ba 1.65153 -1.72761 0.39266 -0.2 -0.4 0.7 1.02
C -4.60948 1.22644 1.56909 -0.1 -0.5 0.6 -0.07
C -3.95024 2.42224 0.91368 0.1 1.5 -1.3 -0.49
C -4.88750 3.65731 1.10835 -0.1 1.0 0.5 -0.17
C -4.26852 4.98567 0.81486 2.4 0.9 -0.2 -0.24
C -2.94036 5.12982 1.60216 -1.3 -0.2 -0.6 -0.15
C -1.92378 3.98566 1.36049 0.3 0.1 -0.3 -0.49
N -2.60957 2.67961 1.52107 0.1 -0.6 1.1 -0.19
O -1.69602 1.52221 1.55590 -1.3 1.6 -0.8 -0.36
C -0.80231 4.17481 2.46886 -0.7 -1.6 0.1 -0.06
C -1.26935 4.10618 -0.06289 -0.4 0.5 1.0 -0.05
C -3.97911 2.20392 -0.64679 1.2 -0.5 0.0 -0.06
H -4.55411 1.31273 2.65426 0.4 0.0 0.1 0.08
H -4.18340 0.27176 1.26063 0.3 0.1 0.1 0.07
H -5.68195 1.15923 1.38640 -0.2 0.3 -0.5 0.07
H -5.22395 3.75208 2.14078 -0.3 -0.5 0.2 0.11
H -5.72484 3.80345 0.42599 -0.7 -1.6 0.1 0.11
H -4.87181 5.86613 1.03611 -0.6 -0.2 0.5 0.10
H -4.12256 5.13587 -0.25483 0.4 -0.4 -0.4 0.09
H -3.32523 5.11306 2.62181 0.6 -0.2 0.5 0.11
H -2.56197 6.13779 1.43212 0.6 0.0 -0.1 0.10
H -0.41566 5.17207 2.67886 -0.2 0.3 -0.6 0.06
H 0.02203 3.47245 2.34548 0.1 0.1 -0.6 0.06
H -1.20314 3.79900 3.41024 -0.4 0.1 0.1 0.07
H -0.68104 5.02308 -0.09889 0.4 0.0 0.0 0.06
H -2.03676 4.23598 -0.82601 0.0 -0.3 -0.1 0.04
H -0.65481 3.22018 -0.22239 -0.1 0.0 -0.1 0.06
H -4.88484 1.70610 -0.99309 -0.1 -0.1 0.1 0.06
H -3.10202 1.61498 -0.91505 0.0 -0.6 0.2 0.06
H -3.80134 3.07570 -1.27647 -0.4 0.5 0.4 0.05
P 1.93886 -4.55425 4.56171 -2.9 1.8 1.1 -0.12
O 1.78307 -3.41732 5.65113 2.2 -0.2 -0.2 -0.32
O 0.96871 -5.52657 5.25061 0.6 -1.7 -0.1 -0.32
O 3.24252 -5.03091 3.96462 -0.4 0.5 0.4 -0.45
O 0.89397 -3.87576 3.59962 0.8 0.0 -2.1 -0.38
C 4.59229 2.56804 0.06399 0.0 2.0 0.6 -0.22
O 4.37309 1.33049 -0.51583 -0.1 -0.6 0.0 -0.15
H 5.60378 2.95132 -0.07048 0.4 -0.2 0.0 0.07
H 3.95651 3.36479 -0.32211 -0.3 0.0 -0.5 0.07
H 4.36989 2.63891 1.12871 0.1 -0.9 0.1 0.08
H 4.83216 1.33936 -1.35890 -0.1 -0.3 -0.1 0.07
C 0.74650 -6.94385 -0.46452 -0.1 -0.1 -0.5 -0.18
O 1.64729 -5.85756 -0.50039 0.2 -0.1 0.1 -0.17
H 1.22974 -7.79740 -0.93997 -0.1 -0.4 0.0 0.06
H 0.47624 -7.21036 0.55726 -0.3 0.1 0.0 0.09
H -0.10598 -6.67996 -1.09041 -0.2 0.0 0.3 0.07
H 2.42458 -6.24214 -0.08866 0.4 0.7 0.2 0.07
C -2.97758 -2.82762 -2.79716 1.0 -0.5 -0.9 -0.19
O -2.32442 -2.39745 -1.63166 -0.3 0.0 0.2 -0.14
H -2.21139 -3.23472 -3.45695 0.4 0.3 -0.3 0.06
H -3.59725 -3.71905 -2.69980 -0.8 0.3 0.6 0.07
H -3.44502 -1.99514 -3.32306 -0.4 -0.2 0.0 0.08
H -2.79054 -1.61320 -1.33287 0.1 0.1 0.4 0.07
C 6.89081 -2.58100 1.63277 -0.5 0.2 0.9 -0.18
O 5.50971 -2.90070 1.51060 0.4 -0.2 -0.2 -0.17
H 7.49856 -2.97987 0.82058 -0.1 0.2 -0.2 0.06
H 6.95804 -1.50064 1.76085 0.3 0.1 -0.5 0.07
H 7.29360 -2.97820 2.56447 0.1 -0.2 0.1 0.07
H 5.28538 -3.46214 2.25630 -0.5 -0.2 0.1 0.06
C 2.66070 -2.43861 -4.46948 -0.4 0.1 -0.2 -0.27
C 1.98882 -1.09359 -4.79485 1.6 0.0 -0.5 -0.29
O 1.26776 -0.53047 -3.73653 -0.5 -0.3 0.1 -0.08
O 3.48112 -2.37711 -3.32581 -0.2 0.9 0.4 -0.11
H 3.30300 -2.73884 -5.29737 -0.2 0.1 -0.6 0.11
H 1.85755 -3.17154 -4.39288 0.0 -0.3 0.3 0.11
H 1.39455 -1.18833 -5.70368 -0.4 -0.6 0.0 0.11
H 2.74720 -0.37633 -5.10870 0.5 0.1 0.1 0.10
H 0.61758 0.02226 -4.17626 -0.3 0.2 0.5 0.08
H 3.91083 -3.21256 -3.12839 -0.2 -0.3 -0.1 0.07
```
Positions in Å, forces in eV/Å.

[3]
Molecular formula: C5H9NO
Method: DFT, ωB97M-V with the def2-TZVPD basis set

## Properties
HOMO energy = -9.001 eV
SMILES = C/C=C(C)/C=N\O
ΔE to the lowest compared entry with this formula, charge and spin = 137.63 kcal per mole

```
16
Properties=species:S:1:pos:R:3:forces:R:3:lowdin_charge:R:1
C 1.71934 0.74561 -1.20312 0.0 1.6 4.6 -0.05
C 0.31048 0.71691 -0.57633 7.9 -10.3 -0.8 -0.10
C -0.25306 -0.34950 -0.05541 -1.2 -1.4 2.2 -0.25
C 0.33039 -1.75931 0.26082 -0.9 0.8 -5.9 -0.03
C -1.71030 -0.25761 0.39895 6.6 3.8 0.1 -0.13
N -2.22444 0.59174 1.13327 -2.0 1.7 1.8 0.01
O -1.34407 1.55926 1.54492 1.3 0.6 -0.3 -0.05
H 2.24572 -0.20129 -1.17449 0.1 0.0 0.5 0.04
H 1.61468 0.94330 -2.20432 0.0 1.3 -2.4 0.03
H 2.29097 1.61377 -0.53549 -1.0 -2.2 -2.3 0.14
H -0.17459 1.46444 -0.58283 -6.3 10.2 -0.5 -0.01
H 1.44486 -1.75353 -0.12528 -2.5 -0.7 0.5 0.09
H -0.55621 -2.45331 -0.38310 3.3 1.3 1.7 0.16
H 0.30190 -2.08338 1.23724 -0.3 -0.3 2.3 0.02
H -2.21614 -1.03619 0.22605 -4.5 -5.8 -1.6 0.04
H -1.77954 2.25910 2.03911 -0.8 -0.5 -0.1 0.10
```
Positions in Å, forces in eV/Å.